Record 1
Formula: C2H31N2O12
Source: the OMol25 dataset
Level of theory: ωB97M-V/def2-TZVPD

Output
frontier orbital gap = 8.5 eV
E = -30121.59029 eV
M = 275.3 g mol⁻¹
charge = +1
relative energy (zero: lowest compared OMol25 entry of this formula, charge and spin) = 2.842 eV
max |F| = 1.91 eV/Å
E_HOMO = -11.51 eV
LUMO energy = -0.110 hartree

```
47
Properties=species:S:1:pos:R:3:forces:R:3:lowdin_charge:R:1
C 0.246458 0.692749 -0.611525 -0.1 0.3 -0.5 -0.144
C 1.367510 0.654765 -1.341662 0.6 -1.0 0.0 -0.183
N 1.478899 0.714234 -2.689282 -0.4 0.9 -0.6 0.123
N 0.213626 0.048270 0.704636 0.0 1.9 -0.3 0.179
H -0.700784 1.008300 -1.023888 -0.3 -0.7 0.1 0.089
H 2.311721 0.373288 -0.887459 -0.2 -0.1 0.2 0.116
H 2.383843 0.775170 -3.118528 0.3 0.0 0.3 0.110
H 0.766839 1.170910 -3.241864 -0.2 -0.2 0.2 0.085
H 1.195683 -0.176897 0.938723 -0.5 -0.8 0.2 0.098
H -0.551665 -0.630809 0.651513 0.7 -0.9 0.1 0.101
H -0.031445 0.670149 1.488749 -0.2 0.0 -0.4 0.081
H 2.834641 -0.917555 1.610535 0.6 -0.2 0.8 0.028
H 2.905978 0.108617 2.803595 0.2 -0.3 0.1 0.069
O 2.737735 0.015300 1.864709 -0.4 0.2 -0.8 -0.042
H -0.245344 2.588357 -1.203437 0.1 0.6 0.0 -0.033
H -0.253999 4.105216 -1.389767 0.1 0.0 -0.1 0.043
O -0.552537 3.289260 -1.799360 0.0 0.0 -0.3 -0.065
H -0.146942 1.672968 3.444244 -0.5 0.4 0.6 0.076
H -1.686469 1.148102 3.363371 0.0 0.4 0.5 0.081
O -0.772079 1.029690 3.102657 0.5 -0.6 -0.7 -0.027
H 0.030866 -1.723428 -2.905238 0.3 0.3 0.7 0.046
H 0.114999 -3.019604 -3.531134 0.2 -0.6 0.3 0.071
O 0.196997 -2.643288 -2.640974 -0.4 0.4 -1.1 -0.053
H 3.455330 -2.263144 -0.926238 0.2 -0.1 -0.1 0.042
H 2.260800 -2.639503 -1.808154 -0.3 0.0 -0.2 0.018
O 2.836492 -1.905654 -1.570860 0.2 0.0 0.4 -0.051
H -3.009609 -0.963239 0.914098 0.3 0.0 -0.1 0.016
H -3.672067 -2.002255 1.717714 0.0 -0.1 0.4 0.055
O -2.954103 -1.361415 1.791159 -0.4 0.2 -0.1 -0.066
H 2.358287 -3.292134 1.596366 0.1 -0.2 0.0 0.040
H 1.988717 -2.595773 2.879789 0.0 -0.2 0.0 -0.003
O 2.764034 -2.907087 2.380520 0.0 0.4 -0.3 -0.062
H -0.194798 -2.653038 3.758026 -0.2 0.2 0.1 0.077
H 0.033597 -1.183541 3.250835 -0.4 0.0 0.4 0.023
O 0.215722 -2.112800 3.077825 0.3 0.0 -0.4 -0.038
H -2.500835 1.380076 -3.287527 -0.1 -0.6 -0.1 0.024
H -1.225978 2.027445 -3.474439 0.3 0.1 -0.2 0.002
O -1.657535 1.199486 -3.730816 -0.2 0.5 0.5 -0.067
H -3.565862 2.799387 -1.076629 0.0 0.2 0.2 0.057
H -2.830486 1.764863 -0.173741 -0.2 0.3 0.2 0.023
O -3.103742 1.959860 -1.069683 -0.1 -0.6 -0.4 -0.036
H -1.627503 -2.309260 -1.348040 0.5 -0.5 0.1 0.048
H -1.254329 -2.617724 0.176657 -0.2 -0.5 -0.4 0.058
O -1.521720 -1.953858 -0.462076 -0.3 1.0 0.4 -0.050
H -0.059943 4.343949 1.116394 -0.4 0.0 0.3 0.059
H -0.641232 2.938883 1.573223 -0.3 0.5 0.1 0.013
O 0.062229 3.392711 1.106985 0.7 -0.5 -0.2 -0.031
```
Forces are in eV/Å.

Record 2
Formula: C4H9NO2
Source: the OMol25 dataset
Level of theory: ωB97M-V/def2-TZVPD

Output
frontier orbital gap = 10.2 eV
E = -9878.16562 eV
M = 103.1 g mol⁻¹
SMILES = CNC1OCCO1
charge = 0
relative energy (zero: lowest compared OMol25 entry of this formula, charge and spin) = 1.895 eV
max |F| = 0.29 eV/Å
E_HOMO = -9.14 eV
LUMO energy = 0.038 hartree

```
16
Properties=species:S:1:pos:R:3:forces:R:3:lowdin_charge:R:1
C 2.073124 -0.310884 -1.331582 0.2 0.0 -0.1 -0.120
N 0.797271 0.250316 -0.906021 -0.2 -0.1 0.0 -0.034
C 0.493359 0.097844 0.489916 0.2 -0.1 0.0 -0.418
O -0.200674 1.187914 1.030815 0.1 0.0 0.0 -0.047
C -1.554143 0.953717 0.704209 -0.3 0.0 -0.1 -0.169
C -1.681345 -0.557843 0.908835 -0.3 0.1 0.1 -0.158
O -0.359203 -1.033527 0.674824 0.1 0.0 0.1 -0.064
H 2.174714 -1.391367 -1.145516 0.0 0.1 0.0 0.082
H 2.189353 -0.138864 -2.405068 0.0 0.0 0.1 0.078
H 2.897989 0.205225 -0.830193 -0.1 -0.1 0.0 0.080
H 0.053542 -0.221864 -1.409496 0.1 0.2 -0.1 0.116
H 1.421632 0.000966 1.063158 -0.2 -0.2 -0.1 0.164
H -2.187292 1.551247 1.362122 0.1 -0.1 -0.1 0.127
H -1.743828 1.235874 -0.341411 0.0 0.0 0.1 0.120
H -1.985338 -0.815079 1.929904 0.1 0.1 -0.1 0.121
H -2.389166 -1.013680 0.205499 0.2 0.0 0.1 0.121
```
Forces are in eV/Å.

Record 3
Formula: C5H6ClIN2
Source: the OMol25 dataset
Level of theory: ωB97M-V/def2-TZVPD

Output
frontier orbital gap = 9.6 eV
E = -28883.16492 eV
M = 256.5 g mol⁻¹
charge = 0
relative energy (zero: lowest compared OMol25 entry of this formula, charge and spin) = 0.633 eV
max |F| = 3.89 eV/Å
E_HOMO = -9.07 eV
LUMO energy = 0.019 hartree

```
15
Properties=species:S:1:pos:R:3:forces:R:3:lowdin_charge:R:1
C -1.127610 -1.844244 -0.175480 -1.6 -1.7 -0.6 -0.098
C -1.608809 -1.181705 -1.316466 2.2 1.4 1.5 -0.042
C -0.102966 -1.122719 0.327026 0.0 1.9 -2.0 -0.214
C 2.754074 1.776846 0.755045 0.1 -0.8 -1.5 -0.147
C 3.843261 1.196250 0.251026 -0.9 0.5 0.4 -1.335
N -0.754002 -0.065459 -1.334058 -0.5 1.8 -2.6 -0.066
N 0.151053 -0.050871 -0.388013 0.1 0.5 0.3 0.008
Cl 5.133591 2.175047 -0.313369 0.6 0.1 -0.1 0.557
I 4.055540 -0.834102 -0.055326 0.0 -0.2 0.1 0.825
H -1.270666 -2.789286 0.334035 -1.1 -0.1 -0.7 0.100
H -2.410871 -1.272216 -2.018080 -0.1 -0.3 -0.1 0.095
H 0.502671 -1.267506 1.103824 2.1 -1.1 3.1 0.058
H 1.811224 1.263472 0.816080 0.0 -0.5 0.6 0.016
H -0.596584 0.783785 -1.987948 -1.2 -2.5 1.1 0.196
H 2.661193 2.829275 0.634970 0.2 0.9 0.4 0.046
```
Forces are in eV/Å.

Record 4
Formula: C15H24N2O3RbSSi
Source: the OMol25 dataset
Level of theory: ωB97M-V/def2-TZVPD

Output
frontier orbital gap = 6.2 eV
E = -44440.06566 eV
M = 426.0 g mol⁻¹
charge = -1
relative energy (zero: lowest compared OMol25 entry of this formula, charge and spin) = 0.000 eV
max |F| = 0.15 eV/Å
E_HOMO = -4.09 eV
LUMO energy = 0.078 hartree

```
47
Properties=species:S:1:pos:R:3:forces:R:3:lowdin_charge:R:1
Rb 0.661352 1.638007 -1.437152 -0.1 0.0 0.0 0.826
C 5.339795 3.602757 -0.538576 0.0 0.0 0.0 -0.043
C 3.871205 3.280146 -0.334689 0.0 0.0 0.0 -0.539
C 3.555751 3.005675 1.131986 0.0 0.0 0.0 -0.037
O 3.541275 2.098812 -1.101842 -0.1 0.0 0.0 -0.116
C 2.937303 4.452173 -0.805419 0.1 0.1 0.0 -0.684
O 3.478165 5.567271 -0.864745 0.0 0.0 0.0 -0.023
O 1.737666 4.145942 -1.006698 0.1 -0.1 0.0 -0.173
H 5.963942 2.771817 -0.185639 0.0 0.0 0.0 0.077
H 5.609408 4.506836 0.002171 0.0 0.0 0.0 0.081
H 5.536283 3.772088 -1.596856 0.0 0.0 0.0 0.089
H 4.151834 2.167634 1.512488 0.0 0.0 0.0 0.084
H 2.496740 2.759820 1.216987 0.0 0.0 0.1 0.059
H 3.766400 3.889532 1.737576 0.0 0.0 0.0 0.096
H 4.164875 1.412722 -0.840737 0.0 0.0 0.0 0.084
C -1.966848 -4.542906 -2.872942 0.0 0.0 0.1 -0.197
Si -2.639781 -3.754945 -1.307809 0.1 0.0 0.0 0.482
C -4.327888 -4.555988 -1.015684 0.0 0.0 0.0 -0.207
C -1.592479 -4.209576 0.183013 0.0 0.0 -0.1 -0.195
C -2.927067 -1.909004 -1.462480 -0.1 0.0 0.0 -0.276
C -4.205705 -1.387143 -1.352502 0.1 0.0 0.0 -0.116
C -4.431084 -0.015692 -1.444999 0.0 0.1 0.0 -0.106
C -3.327182 0.789846 -1.641513 0.0 -0.1 0.0 -0.187
N -2.081800 0.336379 -1.758825 0.0 0.1 0.0 -0.053
C -1.851800 -0.994388 -1.682340 0.1 0.0 0.0 -0.825
S -0.228815 -1.574641 -1.855589 0.0 0.0 0.0 0.413
H -1.905692 -5.628112 -2.742237 0.0 0.0 0.0 0.022
H -0.976681 -4.153064 -3.101710 0.0 0.0 0.0 -0.006
H -2.625930 -4.342736 -3.721172 0.0 0.0 0.0 0.027
H -4.209163 -5.638309 -0.914716 0.0 0.0 0.0 0.022
H -5.013080 -4.376528 -1.848363 0.0 0.0 0.0 0.025
H -4.803351 -4.190046 -0.101970 0.0 0.0 0.0 0.024
H -1.502196 -5.298156 0.254803 0.0 0.0 0.0 0.022
H -2.053348 -3.847697 1.105352 0.0 0.0 0.0 0.026
H -0.598697 -3.773951 0.093390 0.0 0.0 0.0 -0.005
H -5.048709 -2.050629 -1.189586 0.0 0.0 0.0 0.081
H -5.422196 0.410560 -1.361653 0.0 0.0 0.0 0.084
H -3.444808 1.868615 -1.708724 0.0 0.0 0.0 0.097
C 2.057662 1.641855 4.292978 0.0 0.0 0.0 -0.093
C 0.555144 1.474530 4.058063 0.0 0.0 0.0 -0.219
C 0.241734 1.386846 2.632438 0.0 0.0 0.0 -0.209
N 0.039963 1.326345 1.505512 0.0 0.0 0.0 0.138
H 2.261560 1.719137 5.360308 0.0 0.0 0.0 0.072
H 2.428559 2.538834 3.799739 0.0 0.0 0.0 0.067
H 2.606184 0.789044 3.895682 0.0 0.0 0.0 0.082
H 0.001124 2.318182 4.471866 0.0 0.0 0.0 0.115
H 0.180372 0.572099 4.542809 0.0 0.0 0.0 0.114
```
Forces are in eV/Å.

Record 5
Formula: C6H17FInNO3
Source: the OMol25 dataset
Level of theory: ωB97M-V/def2-TZVPD

Output
frontier orbital gap = 7.4 eV
E = -21994.57041 eV
M = 285.0 g mol⁻¹
charge = +2
relative energy (zero: lowest compared OMol25 entry of this formula, charge and spin) = 3.500 eV
max |F| = 5.99 eV/Å
E_HOMO = -18.24 eV
LUMO energy = -0.398 hartree

```
29
Properties=species:S:1:pos:R:3:forces:R:3:lowdin_charge:R:1
In -1.274671 1.512046 0.785907 -0.3 3.3 -1.1 1.458
F -1.429419 3.464451 -0.029937 -1.5 -0.3 4.0 -0.305
C 0.366485 -1.878442 -0.804398 1.5 0.3 0.3 -0.022
C -0.969744 -1.363927 -0.375397 -1.1 -1.8 -0.6 -0.351
C -1.283501 -1.222797 1.139022 -0.6 -0.8 -1.5 -0.083
O -0.513880 -0.126429 1.671768 -1.8 -3.1 2.3 -0.251
C 0.756039 -0.629341 2.177062 0.8 -0.3 3.5 0.003
N -1.316355 -0.130916 -1.058346 -4.6 -3.1 1.6 -0.010
H 0.460525 -2.044423 -1.877574 -0.7 -0.7 -0.1 0.126
H 0.616292 -2.760926 -0.215415 0.2 -0.1 -0.4 0.123
H 1.144119 -1.118085 -0.731990 0.4 -0.5 0.9 0.075
H -1.640263 -2.099089 -0.820419 -0.3 -0.6 0.8 0.166
H -1.169172 -2.199887 1.608415 0.5 0.3 0.5 0.168
H -2.322410 -0.956437 1.333483 -0.4 0.0 -0.3 0.143
H 1.394007 0.238219 2.345706 -0.6 -1.7 1.7 0.110
H 1.146108 -1.356350 1.464738 0.0 0.1 0.6 0.128
H 0.742272 -0.858734 3.242567 -1.4 -1.5 -0.1 0.147
H -2.299988 -0.277324 -1.234770 -0.7 0.3 -0.3 0.141
H -0.894238 -0.067570 -1.973714 -0.6 -0.3 0.0 0.127
C 0.457729 1.217678 -1.349957 5.4 1.0 1.0 -0.214
C 1.497666 1.610130 -0.230124 -0.7 1.2 -2.9 -0.111
O 1.142934 0.916975 0.928548 2.9 3.5 -3.9 -0.200
O -0.708037 1.912580 -1.101672 2.6 0.6 -4.8 -0.198
H 0.409018 0.134131 -1.241999 1.0 1.5 -0.5 0.057
H 0.835581 1.502307 -2.331951 0.2 -0.1 0.0 0.176
H 1.414709 2.660551 0.048873 0.6 0.3 -0.8 0.148
H 2.459376 1.303607 -0.641513 0.2 0.3 0.4 0.160
H 1.974454 0.594690 1.283947 0.2 0.7 -0.8 0.120
H -0.995634 2.023313 -2.010860 -1.5 1.2 0.3 0.169
```
Forces are in eV/Å.

Record 6
Formula: C3H5NO
Source: the OMol25 dataset
Level of theory: ωB97M-V/def2-TZVPD

Output
frontier orbital gap = 9.6 eV
E = -6726.32029 eV
M = 71.1 g mol⁻¹
charge = 0
relative energy (zero: lowest compared OMol25 entry of this formula, charge and spin) = 3.252 eV
max |F| = 3.46 eV/Å
E_HOMO = -8.79 eV
LUMO energy = 0.028 hartree

```
10
Properties=species:S:1:pos:R:3:forces:R:3:lowdin_charge:R:1
C -0.629987 -0.776626 -0.111692 -0.6 0.4 0.4 -0.150
C -0.548146 0.764986 -0.048664 0.4 -0.3 3.4 -0.191
N 0.831636 1.054096 -0.361082 -0.1 0.2 0.5 0.046
C 1.454042 -0.049648 -0.237257 0.0 0.3 -0.2 -0.241
O 0.757542 -1.180848 0.001842 -0.2 0.3 0.2 -0.049
H -1.179384 -1.156341 0.739496 -0.1 -0.3 0.0 0.109
H -1.001544 -1.242281 -1.038885 0.0 0.6 0.2 0.123
H -1.306032 1.492056 0.078432 -1.3 0.7 -3.1 0.032
H -0.915504 1.277746 1.256910 2.2 -2.1 -1.1 0.183
H 2.537376 -0.183142 -0.279099 -0.4 0.1 -0.2 0.137
```
Forces are in eV/Å.